Molecular formula: C25H18AsF6N6O2S2Sn
Method: DFT, the ωB97M-V functional and the def2-TZVPD basis

Calculated values
- Energy relative to the best compared isomer or geometry (same formula, charge and spin): 35.46 kcal per mole
- E: -143879.3103 eV
- HOMO level (alpha / beta): -14.02 / -13.89 eV

Structure (ORCA input):
```
! wB97M-V def2-TZVPD RIJCOSX def2/J DEFGRID3
* xyz 2 2
S 0.301 -3.111 1.802
C -0.418 -3.316 -0.679
H -2.153 -1.923 2.043
O 1.265 -4.239 1.688
C 3.634 5.839 -2.244
O 0.770 -1.878 2.455
H 0.406 5.439 -0.509
C -0.140 4.511 -0.555
F -4.477 -1.211 -2.082
C 2.600 4.938 -1.928
C 5.923 6.679 -1.828
F -2.239 -0.214 -1.466
H -5.351 -4.176 4.621
C -3.486 -4.494 3.867
H -0.360 -5.647 2.987
C -1.167 -3.744 2.612
H 4.001 3.269 0.637
C -1.756 3.046 -1.058
C -0.731 -5.132 -2.383
C -1.482 4.446 -0.839
C -2.245 -2.863 2.628
N 6.862 7.350 -2.117
H 4.410 -0.936 -1.304
C 2.243 1.496 -0.728
H 4.467 1.582 -0.556
H -2.694 2.614 -1.376
F -3.209 0.972 0.464
H 3.471 6.564 -3.039
C 2.816 3.948 -0.949
N -0.179 -2.519 0.350
H -4.185 -2.514 3.461
H 1.711 4.968 -2.524
N -0.589 -2.883 -1.896
C 1.820 2.867 -0.720
C 3.580 1.000 -0.766
H -2.151 5.276 -0.897
C 3.525 -0.356 -1.122
H -0.734 -3.367 -3.817
F -3.480 -1.397 0.233
C 4.832 5.842 -1.528
N -4.711 -4.920 4.358
S -0.667 -5.148 -0.632
C -2.377 -5.371 3.837
C 2.178 -0.670 -1.333
H 1.682 -1.566 -1.639
N -0.668 2.267 -0.888
C -1.218 -5.001 3.198
C -3.385 -3.223 3.324
N 1.408 0.395 -1.026
H -4.615 -5.660 5.044
C 0.401 3.174 -0.651
C 4.979 4.953 -0.442
F -4.162 1.343 -1.839
C -0.698 -3.827 -2.846
H -0.923 -6.049 -2.988
H 5.898 4.995 0.150
H -2.430 -6.358 4.281
F -5.675 -0.023 -0.127
Sn -0.466 0.041 0.217
C 3.997 4.012 -0.146
As -3.960 -0.088 -0.788
*
```

Molecular formula: C25H18ClF3IrN2O3S
Method: DFT, the ωB97M-V functional and the def2-TZVPD basis

Calculated values
- Energy relative to the best compared isomer or geometry (same formula, charge and spin): 1.95 kcal per mole
- E: -69684.3790 eV
- HOMO level: -11.65 eV

Structure (ORCA input):
```
! wB97M-V def2-TZVPD RIJCOSX def2/J DEFGRID3
* xyz 1 1
O -2.235 -0.079 0.456
C 0.870 -1.509 -2.398
C 0.957 3.023 2.031
Ir -0.652 -1.205 0.246
C 2.001 -1.912 -3.070
H 0.780 1.608 -1.560
F 5.211 -2.099 -0.208
H 2.481 3.945 3.217
C -1.492 3.885 -0.506
H 1.161 3.819 5.310
O -3.128 1.872 1.053
H -2.955 -2.075 -1.222
H -1.130 2.893 5.261
S 1.310 -1.961 1.303
C 0.742 3.454 4.381
C -0.540 2.930 4.355
C -0.701 2.740 -0.499
C -1.708 -5.344 0.267
H 0.747 0.616 1.263
C -1.078 2.436 3.173
C -0.748 1.809 0.706
H 1.535 3.076 1.115
F 4.672 -4.114 -0.766
C -2.745 -5.398 -0.648
C -1.421 4.767 -1.570
C -2.604 -3.020 -0.830
C -2.172 1.215 0.778
O 0.177 0.691 0.478
C 1.488 3.515 3.212
N -1.582 -2.983 0.042
C -0.567 4.516 -2.638
H 0.000 -1.106 -2.899
C 1.854 -2.035 -0.340
C 0.221 3.379 -2.632
C -1.144 -4.128 0.594
F 3.919 -3.264 1.076
H 2.038 -1.846 -4.147
H -2.042 5.652 -1.569
C 3.079 -2.403 -2.339
H 0.902 3.185 -3.451
C -3.202 -4.211 -1.195
H -1.330 -6.244 0.730
H -3.201 -6.338 -0.929
H 3.971 -2.747 -2.848
C 4.214 -2.992 -0.198
N 0.822 -1.582 -1.063
Cl -4.502 -4.189 -2.315
C -0.326 2.472 2.004
C 3.022 -2.466 -0.956
C 0.149 2.487 -1.569
H -2.175 4.071 0.311
H -2.084 2.041 3.171
H -0.337 -4.048 1.304
H -0.522 5.206 -3.470
*
```